1.
Computed, not measured: the ion C3H4NO3S with charge -1 at a distorted geometry, with the ωB97M-V functional and the def2-TZVPD basis.

Output
ΔE to the lowest compared entry with this formula, charge and spin ... 0.00 kJ/mol
2S+1 ... 3
Orbital gap (alpha / beta) ... 5.754 / 7.658 eV
DFT total energy ... -21641.836 eV
Total charge ... -1

Element x y z (Å)
C -0.157 -1.669 -1.107
C -0.319 1.303 0.470
C 0.767 0.414 -0.157
N -1.434 0.653 1.262
O -0.821 -1.925 -0.044
O 0.112 -2.434 -2.007
O 0.469 -0.456 -1.179
S -0.973 -0.766 1.710
H 0.342 1.941 1.064
H -0.843 1.841 -0.291
H 1.575 1.136 -0.404
H 1.282 -0.038 0.683

2.
Computed, not measured: a cluster of 2 separate species, C4H9F3N2 in total at a distorted geometry, with the ωB97M-V functional and the def2-TZVPD basis.

Output
ΔE to the lowest compared entry with this formula, charge and spin ... 134.05 kJ/mol
Orbital gap ... 8.137 eV
DFT total energy ... -15424.426 eV
Total charge ... 0

Element x y z (Å)
C 0.067 1.918 0.174
C 1.321 -1.564 -0.848
C 0.428 0.439 0.216
C -1.856 -0.118 -0.007
N 0.642 -0.047 1.431
N 0.860 -0.219 -0.876
F -2.243 -0.531 1.238
F -2.876 0.794 -0.341
F -2.026 -1.197 -0.847
H -0.347 2.081 1.145
H 1.043 2.526 0.060
H -0.632 2.077 -0.676
H 2.126 -1.526 -0.138
H 0.536 -2.286 -0.543
H 1.708 -1.805 -1.718
H 0.537 -1.043 1.524
H 0.120 0.405 2.086
H 0.592 0.095 -1.880

3.
Computed, not measured: the ion C23H29N4O3 with charge +1 at a distorted geometry, with the ωB97M-V functional and the def2-TZVPD basis.

Output
ΔE to the lowest compared entry with this formula, charge and spin ... 483.95 kJ/mol
Orbital gap ... 7.074 eV
DFT total energy ... -36414.452 eV
SMILES string ... C[NH2+][C@H](/C=C/N1[C@H](Cc2ccccc2)C(=O)N(C)C1(C)C)c1ccc([N+](=O)[O-])cc1
Total charge ... +1

Element x y z (Å)
C -2.072 4.056 -0.018
N -1.865 2.636 0.142
C -2.919 1.783 0.283
O -4.101 2.108 0.348
C -2.357 0.360 0.349
C -2.905 -0.555 -0.746
C -4.382 -0.815 -0.595
C -5.252 -0.540 -1.651
C -6.627 -0.681 -1.477
C -7.132 -1.144 -0.251
C -6.252 -1.475 0.788
C -4.874 -1.323 0.613
N -0.910 0.578 0.231
C -0.057 -0.493 0.386
C 1.290 -0.452 0.179
C 2.387 -1.337 0.746
C 3.820 -0.938 0.339
C 4.820 -1.924 0.219
C 6.158 -1.585 0.020
C 6.486 -0.229 -0.215
N 7.849 0.108 -0.325
O 8.156 1.310 -0.499
O 8.706 -0.802 -0.227
C 5.481 0.756 -0.215
C 4.164 0.396 0.089
C -0.557 1.998 0.033
C 0.023 2.272 -1.362
C 0.382 2.554 1.114
H -3.142 4.251 0.069
H -1.538 4.619 0.756
H -1.725 4.403 -0.999
H -2.588 -0.064 1.351
H -2.699 -0.084 -1.719
H -2.350 -1.505 -0.719
H -4.831 -0.180 -2.597
H -7.305 -0.425 -2.294
H -8.208 -1.250 -0.110
H -6.634 -1.847 1.743
H -4.172 -1.572 1.413
H -0.628 -1.409 0.626
H 1.638 0.411 -0.396
H 2.342 -1.307 1.851
H 4.624 -3.012 0.207
H 6.935 -2.343 -0.002
H 5.748 1.783 -0.468
H 3.407 1.181 0.094
H -0.737 2.046 -2.124
H 0.297 3.334 -1.428
H 0.915 1.668 -1.548
H -0.150 2.590 2.074
H 1.283 1.939 1.217
H 0.682 3.573 0.836
C 1.106 -3.533 0.763
N 2.248 -2.682 0.375
H 0.246 -3.368 0.119
H 1.454 -4.556 0.607
H 0.921 -3.338 1.831
H 3.033 -3.198 0.810
H 2.366 -2.749 -0.637

4.
Computed, not measured: a cluster of 5 separate species, C25H55N8O7S in total at a distorted geometry, with the ωB97M-V functional and the def2-TZVPD basis.

Output
Orbital gap ... 6.448 eV
DFT total energy ... -63907.748 eV
Total charge ... -1

Element x y z (Å)
C 3.198 4.330 0.649
C 1.858 4.214 -0.163
O 2.067 3.739 -1.475
C 0.870 3.950 -2.240
N 1.054 3.598 -3.624
C -0.081 3.912 -4.513
C -1.360 4.474 -3.840
C -2.205 3.344 -3.128
C -2.856 3.786 -1.781
N -2.145 3.278 -0.598
C -2.064 1.892 -0.574
N -2.911 1.109 -1.100
N -0.891 1.343 0.076
C 1.596 2.251 -3.789
C 2.093 2.019 -5.269
S 3.077 0.474 -5.267
C 2.142 -0.722 -6.296
C 1.384 -1.787 -5.436
C 0.580 1.102 -3.465
O 0.700 0.520 -2.360
O -0.332 0.755 -4.263
H 3.324 3.379 1.196
H 4.061 4.599 0.018
H 3.013 5.119 1.410
H 1.369 5.214 -0.112
H 1.238 3.449 0.366
H 0.108 3.272 -1.779
H 0.615 5.024 -2.088
H -0.406 3.058 -5.144
H 0.274 4.684 -5.246
H -1.205 5.366 -3.198
H -2.019 4.840 -4.663
H -1.590 2.430 -3.044
H -3.045 3.079 -3.807
H -3.923 3.495 -1.700
H -2.844 4.896 -1.734
H -1.238 3.718 -0.489
H -2.613 0.146 -0.943
H -0.305 0.863 -0.620
H -1.155 0.716 0.830
H 2.490 2.058 -3.166
H 1.252 2.001 -5.983
H 2.772 2.875 -5.482
H 1.434 -0.142 -6.922
H 2.863 -1.239 -6.959
H 1.988 -1.976 -4.532
H 1.364 -2.727 -6.036
H 0.348 -1.491 -5.202
C 1.807 -0.896 3.723
C 0.975 -1.330 2.543
O -0.239 -1.495 2.624
N 1.611 -1.539 1.362
C 3.023 -1.397 1.069
H 1.163 -0.769 4.591
H 2.554 -1.653 3.955
H 2.293 0.055 3.512
H 0.992 -1.828 0.617
H 3.142 -0.656 0.276
H 3.407 -2.357 0.719
H 3.587 -1.082 1.943
C -1.977 -3.234 3.755
C -2.522 -4.556 4.226
O -1.945 -5.251 5.053
N -3.708 -4.970 3.695
C -4.536 -4.288 2.716
H -1.039 -3.027 4.256
H -1.794 -3.263 2.682
H -2.679 -2.433 3.993
H -4.018 -5.862 4.049
H -5.519 -4.114 3.159
H -4.647 -4.934 1.842
H -4.107 -3.340 2.407
C 5.186 0.581 7.241
C 4.381 -0.433 6.467
O 4.113 -0.285 5.286
N 3.951 -1.540 7.133
C 4.167 -1.890 8.523
H 5.456 1.403 6.583
H 4.597 0.980 8.069
H 6.103 0.126 7.620
H 3.419 -2.174 6.556
H 4.693 -2.845 8.567
H 3.197 -1.996 9.013
H 4.749 -1.136 9.042
C -4.042 -4.582 -1.227
C -3.587 -3.171 -1.522
O -2.610 -2.682 -0.982
N -4.307 -2.448 -2.421
C -5.486 -2.853 -3.157
H -3.374 -5.032 -0.496
H -5.052 -4.571 -0.813
H -4.014 -5.184 -2.137
H -3.945 -1.515 -2.569
H -5.275 -2.781 -4.226
H -6.305 -2.173 -2.911
H -5.782 -3.870 -2.918